A structure of composition C30H45N2O5P2V. Source: the OMol25 dataset; level of theory: ωB97M-V/def2-TZVPD.

## Properties
* gap between HOMO and LUMO (spin up / spin down): 6.20 / 5.60 eV
* <S²>: 0.76
* highest occupied orbital energy (spin up / spin down): -3.5 / -2.9 eV
* total charge: -1
* multiplicity: 2
* LUMO level (spin up / spin down): 2.655 / 2.655 eV

Geometry as XYZ:
```
85
Properties=species:S:1:pos:R:3:forces:R:3
V 0.271 0.636 0.873 -0.5 0.3 0.3
O -1.941 1.121 2.118 -0.1 -0.3 0.0
C -1.698 1.138 3.517 0.1 0.1 0.0
C -0.517 0.251 3.853 -0.1 0.0 -0.1
N 0.680 0.687 3.130 0.4 0.1 0.1
C 1.037 2.069 3.485 -0.1 0.0 -0.1
C 0.506 3.098 2.460 0.3 0.0 0.2
O 0.470 4.272 2.810 -0.1 0.0 -0.1
O 0.219 2.615 1.315 0.1 0.1 -0.2
C 1.757 -0.287 3.337 -0.1 0.0 -0.1
C 1.507 -1.518 2.457 0.0 -0.2 0.0
O 1.735 -2.642 2.891 0.0 0.1 -0.1
O 1.093 -1.223 1.278 -0.3 0.1 0.0
H -2.294 0.245 1.885 0.1 0.1 0.0
H -2.578 0.818 4.080 -0.1 0.0 0.0
H -1.498 2.177 3.786 0.0 0.0 0.0
H -0.748 -0.771 3.540 0.0 -0.1 0.0
H -0.336 0.242 4.936 0.0 0.0 0.1
H 2.120 2.176 3.493 0.1 -0.1 -0.1
H 0.693 2.346 4.487 0.0 0.0 0.0
H 1.871 -0.583 4.384 0.0 0.0 0.1
H 2.693 0.147 2.986 0.0 0.1 0.0
C 3.520 3.062 0.786 0.0 0.1 0.0
C 2.767 2.819 -0.524 0.0 -0.1 0.0
C 3.582 3.323 -1.710 0.0 0.0 0.0
P 2.109 1.079 -0.620 0.3 -0.1 0.2
C 3.586 -0.040 -0.832 -0.1 0.0 0.0
C 3.123 -1.421 -1.318 0.0 0.1 0.1
C 4.356 -0.189 0.481 0.0 0.0 0.0
C 1.350 1.021 -2.259 -0.1 -0.1 -0.1
C 2.051 1.041 -3.461 -0.1 0.0 -0.1
C 1.401 0.968 -4.683 0.2 0.0 0.0
C 0.015 0.858 -4.682 -0.1 0.0 0.0
C -0.703 0.817 -3.505 0.0 0.0 0.1
C -0.061 0.885 -2.238 0.1 0.0 -0.4
N -0.713 0.750 -1.039 0.2 0.0 0.2
C -2.103 0.881 -1.056 -0.2 0.0 -0.1
C -2.730 2.040 -1.538 0.1 -0.1 0.1
C -4.106 2.157 -1.551 0.0 0.0 0.0
C -4.900 1.117 -1.085 -0.1 0.0 0.0
C -4.299 -0.027 -0.586 0.1 0.0 0.0
C -2.910 -0.163 -0.557 0.0 0.0 0.0
P -2.013 -1.498 0.317 -0.1 -0.3 -0.2
C -3.398 -2.660 0.804 0.2 -0.1 0.0
C -2.935 -3.585 1.937 0.0 0.1 0.0
C -4.088 -3.450 -0.307 0.0 0.0 0.0
C -0.967 -2.351 -0.982 -0.2 -0.1 0.0
C -0.418 -3.680 -0.460 0.0 0.1 0.0
C -1.583 -2.486 -2.373 0.0 0.1 0.1
H 3.502 4.123 1.044 0.0 0.0 0.0
H 3.067 2.511 1.608 0.0 0.0 0.0
H 4.566 2.753 0.701 -0.1 0.1 0.0
H 1.829 3.380 -0.472 0.0 0.0 0.0
H 4.481 2.717 -1.862 0.0 0.0 0.0
H 3.003 3.320 -2.632 0.0 0.0 0.0
H 3.909 4.350 -1.520 0.0 0.0 0.0
H 4.251 0.401 -1.582 0.0 0.0 0.0
H 2.426 -1.852 -0.596 0.0 0.0 0.0
H 2.633 -1.367 -2.288 0.0 0.0 0.0
H 3.983 -2.093 -1.403 0.0 0.0 0.0
H 3.731 -0.696 1.216 0.0 0.0 0.0
H 5.250 -0.800 0.327 0.0 0.0 0.0
H 4.670 0.771 0.894 0.0 -0.2 0.0
H 3.133 1.109 -3.444 0.0 0.0 0.0
H 1.960 0.988 -5.611 0.0 0.0 0.0
H -0.521 0.788 -5.624 0.0 0.0 0.0
H -1.780 0.714 -3.554 0.0 0.0 0.0
H -2.103 2.850 -1.893 0.0 0.0 0.0
H -4.563 3.068 -1.921 0.0 0.0 0.0
H -5.980 1.197 -1.103 0.0 0.0 0.0
H -4.938 -0.823 -0.222 0.0 0.0 0.0
H -4.131 -1.976 1.241 0.0 0.0 0.0
H -2.197 -4.310 1.591 0.0 0.0 0.0
H -2.479 -3.013 2.748 0.0 0.0 0.0
H -3.787 -4.138 2.344 0.0 0.0 0.0
H -3.423 -4.222 -0.698 0.0 0.0 0.0
H -4.981 -3.952 0.080 0.0 0.0 0.0
H -4.386 -2.809 -1.138 0.0 -0.1 0.0
H -0.124 -1.665 -1.061 0.1 0.0 0.0
H -1.193 -4.449 -0.411 0.0 0.0 0.0
H 0.356 -4.041 -1.143 0.0 0.0 0.0
H 0.044 -3.557 0.523 0.0 0.0 0.0
H -2.359 -3.252 -2.405 0.0 0.0 0.0
H -2.019 -1.542 -2.702 0.0 0.0 0.0
H -0.808 -2.763 -3.094 0.0 0.0 0.0
```
Forces are in eV/Å.